A molecular structure, C16H29IrN2O5PS2. Source: OMol25; level of theory: wB97M-V/def2-TZVPD.

Atoms and positions in Å:
Ir1 -0.407 0.901 -0.279
N1 0.167 -0.980 0.373
C1 -1.024 -1.853 0.269
C2 -1.976 -1.388 -0.841
O1 -2.810 -2.117 -1.338
N2 -1.816 -0.057 -1.121
C3 -2.689 0.716 -1.984
C4 -2.147 2.147 -2.142
O2 -2.730 2.931 -2.859
O3 -1.053 2.433 -1.471
H1 0.869 -1.323 -0.281
H2 0.677 -1.096 1.271
H3 -1.574 -1.793 1.209
H4 -0.752 -2.895 0.105
H5 -3.693 0.790 -1.556
H6 -2.793 0.259 -2.969
C5 4.027 2.389 -0.166
C6 2.834 1.788 -0.921
C7 3.156 0.329 -1.269
C8 2.536 2.589 -2.191
C9 1.666 1.827 -0.011
C10 1.048 1.974 1.061
H7 4.915 2.348 -0.803
H8 4.221 1.820 0.744
H9 3.837 3.431 0.097
H10 4.069 0.289 -1.865
H11 2.347 -0.110 -1.860
H12 3.299 -0.255 -0.357
H13 3.393 2.524 -2.867
H14 2.357 3.638 -1.952
H15 1.654 2.201 -2.701
C11 5.885 -1.958 1.568
C12 5.999 -1.276 2.926
C13 6.627 0.107 2.812
O4 4.756 -1.243 3.624
P1 3.391 -0.603 2.847
S1 2.363 -2.245 2.243
S2 -0.318 1.642 1.940
O5 2.573 -0.209 4.246
C14 2.971 0.827 5.137
C15 3.689 2.002 4.489
C16 3.790 0.239 6.279
H16 6.875 -2.104 1.129
H17 5.287 -1.346 0.886
H18 5.386 -2.920 1.669
H19 6.647 -1.885 3.565
H20 5.998 0.758 2.203
H21 7.612 0.038 2.345
H22 6.745 0.561 3.798
H23 2.029 1.205 5.551
H24 4.681 1.720 4.134
H25 3.805 2.797 5.229
H26 3.126 2.397 3.645
H27 4.738 -0.145 5.902
H28 3.250 -0.590 6.736
H29 3.986 0.998 7.042

Values from the calculation:
* orbital gap: 5.83 eV
* LUMO: 1.5589 eV
* HOMO level: -4.27 eV
* energy relative to the best compared isomer or geometry (same formula, charge and spin): 15.70 kcal/mol
* charge: -1


17 unconnected molecules or ions with the total composition C87H137N5O39. Source: OMol25; level of theory: wB97M-V/def2-TZVPD.

Atoms and positions in Å:
C1 -4.445 1.085 7.161
O1 -5.563 0.859 6.318
C2 -5.769 -0.460 5.684
C3 -5.716 -1.541 6.767
N1 -6.858 -1.310 7.732
C4 -6.805 -2.113 8.912
C5 -5.814 -1.757 9.939
O2 -4.626 -2.354 9.649
C6 -3.437 -1.586 9.910
H1 -4.484 0.889 8.232
H2 -4.171 2.124 6.981
H3 -3.676 0.447 6.726
H4 -5.020 -0.770 4.955
H5 -6.665 -0.646 5.092
H6 -4.704 -1.498 7.169
H7 -5.793 -2.549 6.359
H8 -6.901 -0.302 7.778
H9 -6.639 -3.149 8.614
H10 -7.751 -2.080 9.453
H11 -6.181 -2.085 10.911
H12 -5.649 -0.689 10.079
H13 -2.534 -1.946 9.416
H14 -3.386 -1.578 10.999
H15 -3.541 -0.521 9.703
C7 3.408 -14.830 0.384
O3 3.844 -13.492 0.735
C8 4.390 -12.791 -0.358
C9 4.898 -11.371 -0.044
N2 6.075 -11.489 0.827
C10 6.842 -10.209 0.861
C11 6.474 -9.348 2.075
O4 5.425 -8.419 1.806
C12 5.284 -7.322 2.647
H16 2.516 -14.794 -0.242
H17 3.319 -15.390 1.315
H18 4.213 -15.321 -0.163
H19 3.541 -12.674 -1.031
H20 5.203 -13.301 -0.875
H21 4.130 -10.755 0.424
H22 5.306 -10.964 -0.969
H23 5.711 -11.550 1.767
H24 6.765 -9.546 -0.001
H25 7.898 -10.439 1.006
H26 7.304 -8.718 2.395
H27 6.233 -9.962 2.943
H28 5.396 -7.603 3.694
H29 4.300 -6.861 2.558
H30 6.118 -6.632 2.523
C13 -0.551 6.632 3.814
O5 -1.728 7.258 4.174
C14 -1.731 8.686 3.959
C15 -3.024 9.155 4.660
N3 -3.054 10.605 4.754
C16 -4.289 11.299 4.837
C17 -4.215 12.833 4.659
O6 -3.751 13.691 5.727
C18 -2.289 13.605 5.743
H31 -0.513 5.553 3.958
H32 0.302 7.054 4.344
H33 -0.322 6.783 2.759
H34 -1.623 9.037 2.933
H35 -0.911 9.174 4.487
H36 -3.261 8.555 5.538
H37 -3.816 8.805 3.997
H38 -2.512 10.852 5.571
H39 -4.705 11.129 5.830
H40 -5.154 10.992 4.249
H41 -5.223 13.159 4.404
H42 -3.728 12.981 3.695
H43 -1.884 13.566 4.732
H44 -1.854 12.759 6.276
H45 -1.923 14.534 6.182
C19 -0.771 3.062 -1.836
O7 -1.427 1.875 -1.327
C20 -1.412 0.873 -2.255
C21 -2.213 -0.362 -1.820
N4 -1.513 -1.285 -0.867
C22 -0.902 -0.560 0.241
C23 -0.344 -1.383 1.329
O8 -0.001 -0.419 2.339
C24 0.818 -0.951 3.367
H46 0.131 2.809 -2.393
H47 -0.685 3.721 -0.972
H48 -1.445 3.595 -2.507
H49 -0.370 0.578 -2.381
H50 -1.807 1.234 -3.205
H51 -2.496 -0.911 -2.718
H52 -3.142 -0.136 -1.297
H53 -2.296 -1.746 -0.426
H54 -1.754 -0.022 0.657
H55 -0.214 0.233 -0.055
H56 0.451 -2.034 0.963
H57 -1.065 -2.038 1.818
H58 1.890 -0.969 3.171
H59 0.480 -1.857 3.870
H60 0.762 -0.223 4.177
C25 4.994 5.193 -14.291
O9 5.067 5.379 -12.922
C26 5.447 6.704 -12.529
C27 4.424 7.772 -12.964
N5 3.128 7.612 -12.229
C28 3.127 8.202 -10.917
C29 1.709 7.960 -10.387
O10 1.531 6.531 -10.309
C30 0.270 6.059 -9.957
H61 5.969 5.392 -14.737
H62 4.210 5.828 -14.703
H63 4.675 4.153 -14.355
H64 6.370 6.950 -13.054
H65 5.611 6.630 -11.454
H66 4.164 7.704 -14.020
H67 4.921 8.731 -12.816
H68 3.060 6.629 -12.007
H69 3.295 9.275 -11.005
H70 3.974 7.797 -10.362
H71 0.990 8.556 -10.948
H72 1.732 8.398 -9.389
H73 0.580 5.056 -9.665
H74 -0.327 6.193 -10.858
H75 -0.323 6.413 -9.113
C31 -3.746 10.101 -1.760
C32 -3.357 10.922 -0.703
C33 -2.027 11.114 -0.482
C34 -1.021 10.723 -1.407
C35 -1.447 9.973 -2.598
C36 -2.793 9.656 -2.737
O11 -3.220 8.857 -3.774
O12 -1.629 11.614 0.680
H76 -4.792 9.907 -1.947
H77 -3.957 11.495 -0.011
H78 0.006 10.796 -1.080
H79 -0.775 9.573 -3.343
H80 -4.049 9.144 -4.166
H81 -2.061 11.187 1.423
C37 7.914 3.827 -3.706
C38 7.321 3.991 -2.408
C39 6.002 4.546 -2.388
C40 5.384 5.002 -3.511
C41 5.984 4.789 -4.755
C42 7.242 4.274 -4.836
O13 7.785 4.067 -6.086
O14 5.229 4.399 -1.252
H82 8.873 3.349 -3.840
H83 7.683 3.504 -1.514
H84 4.379 5.379 -3.391
H85 5.470 5.024 -5.674
H86 7.147 3.786 -6.746
H87 5.763 4.320 -0.458
C43 0.303 -6.358 -3.964
C44 1.719 -6.132 -3.826
C45 2.276 -6.194 -2.543
C46 1.447 -6.473 -1.460
C47 0.061 -6.624 -1.619
C48 -0.471 -6.716 -2.850
O15 -1.813 -6.960 -2.973
O16 3.603 -6.112 -2.425
H88 -0.171 -6.464 -4.928
H89 2.356 -6.037 -4.693
H90 1.848 -6.688 -0.480
H91 -0.615 -6.792 -0.794
H92 -1.957 -7.454 -3.784
H93 3.878 -6.316 -1.528
C49 8.315 0.953 4.920
C50 9.051 -0.043 5.491
C51 10.290 0.324 6.041
C52 10.627 1.642 6.195
C53 9.745 2.615 5.703
C54 8.635 2.272 5.075
O17 7.864 3.130 4.397
O18 11.049 -0.582 6.639
H94 7.478 0.711 4.283
H95 8.648 -1.044 5.519
H96 11.566 2.043 6.546
H97 10.087 3.638 5.661
H98 8.194 4.027 4.482
H99 11.638 0.063 7.037
C55 1.424 -0.146 -9.792
C56 2.460 0.664 -10.153
C57 3.435 0.882 -9.214
C58 3.362 0.390 -7.931
C59 2.282 -0.381 -7.563
C60 1.294 -0.664 -8.507
O19 0.194 -1.446 -8.175
O20 4.506 1.704 -9.655
H100 0.762 -0.267 -10.637
H101 2.616 0.909 -11.193
H102 4.088 0.736 -7.211
H103 2.080 -0.613 -6.528
H104 0.366 -1.677 -7.260
H105 4.300 2.240 -10.424
C61 -7.425 -8.627 0.217
C62 -8.159 -9.721 0.806
C63 -8.351 -9.697 2.198
C64 -7.619 -8.847 2.985
C65 -6.787 -7.831 2.394
C66 -6.694 -7.716 1.008
O21 -5.961 -6.702 0.433
O22 -9.238 -10.496 2.776
H106 -7.463 -8.494 -0.854
H107 -8.695 -10.390 0.150
H108 -7.732 -8.966 4.053
H109 -6.190 -7.284 3.109
H110 -5.730 -6.826 -0.491
H111 -9.346 -11.268 2.215
C67 -1.338 -7.406 6.290
C68 -0.585 -7.897 5.201
C69 -0.759 -9.159 4.681
C70 -1.705 -10.025 5.170
C71 -2.419 -9.609 6.317
C72 -2.234 -8.315 6.834
O23 -2.869 -7.919 7.916
O24 -0.147 -9.497 3.504
H112 -1.153 -6.432 6.718
H113 0.049 -7.206 4.666
H114 -1.862 -11.011 4.758
H115 -3.087 -10.323 6.775
H116 -2.693 -6.992 8.093
H117 0.151 -10.410 3.479
C73 -9.950 -4.231 -2.211
C74 -8.962 -3.131 -1.778
O25 -7.877 -3.107 -2.718
C75 -8.235 -4.009 -3.741
O26 -7.619 -4.266 -4.754
O27 -9.356 -4.715 -3.402
H118 -10.971 -3.873 -2.343
H119 -10.101 -5.066 -1.527
H120 -8.695 -3.146 -0.722
H121 -9.457 -2.174 -1.945
C76 -7.577 2.774 -4.973
C77 -7.284 2.449 -6.380
O28 -8.135 1.326 -6.544
C78 -9.114 1.425 -5.734
O29 -10.124 0.677 -5.665
O30 -8.895 2.391 -4.857
H122 -7.288 3.802 -4.755
H123 -6.970 2.046 -4.435
H124 -6.238 2.155 -6.464
H125 -7.515 3.285 -7.040
C79 -6.045 5.267 0.300
C80 -5.239 4.243 1.082
O31 -5.930 3.092 0.646
C81 -7.266 3.416 0.477
O32 -8.232 2.721 0.392
O33 -7.356 4.711 0.419
H126 -5.601 5.343 -0.693
H127 -6.063 6.152 0.936
H128 -5.233 4.158 2.169
H129 -4.164 4.229 0.899
C82 7.589 -2.572 10.543
C83 7.826 -4.015 10.839
O34 6.664 -4.684 10.527
C84 5.931 -3.924 9.725
O35 4.920 -4.287 9.252
O36 6.442 -2.643 9.702
H130 8.452 -2.209 9.986
H131 7.550 -1.882 11.385
H132 8.071 -4.238 11.878
H133 8.682 -4.311 10.234
C85 4.551 -1.081 -2.139
C86 4.963 -1.359 -0.754
O37 6.359 -1.411 -0.760
C87 6.749 -1.591 -2.033
O38 7.902 -1.991 -2.312
O39 5.721 -1.455 -2.899
H134 4.193 -0.085 -2.401
H135 3.812 -1.755 -2.573
H136 4.534 -2.352 -0.617
H137 4.516 -0.696 -0.013

Values from the calculation:
* orbital gap: 7.73 eV
* LUMO: -0.2508 eV
* HOMO level: -7.98 eV
* charge: 0


A molecular structure, C12H9F7N2O4S3V. Source: OMol25; level of theory: wB97M-V/def2-TZVPD.

Atoms and positions in Å:
V1 0.174 -0.297 -0.230
F1 -3.578 0.197 2.222
C1 -2.418 -0.112 2.798
F2 -2.030 -1.307 2.360
F3 -2.578 -0.160 4.112
S1 -1.176 1.188 2.364
O1 -1.101 1.157 0.903
O2 -1.655 2.366 2.991
N1 0.153 0.656 3.039
S2 1.229 -0.056 2.168
O3 0.832 -1.370 1.662
O4 1.759 0.748 1.074
C2 2.545 -0.290 3.440
F4 2.077 -1.064 4.410
F5 2.910 0.882 3.929
F6 3.583 -0.879 2.860
F7 1.055 4.297 -2.788
C3 1.164 2.965 -2.584
C4 0.093 2.149 -2.812
C5 0.237 0.771 -2.582
C6 1.456 0.201 -2.165
C7 1.498 -1.185 -1.716
C8 2.522 1.110 -1.932
C9 2.388 2.458 -2.144
H1 -0.841 2.563 -3.170
H2 -0.587 0.116 -2.849
H3 2.494 -1.536 -1.457
H4 0.990 -1.883 -2.383
H5 3.467 0.719 -1.575
H6 3.210 3.139 -1.970
S3 -4.024 -1.953 -1.258
C10 -2.916 -3.241 -1.076
C11 -1.678 -2.752 -0.820
N2 -1.592 -1.382 -0.841
C12 -2.758 -0.842 -1.075
H7 -3.216 -4.273 -1.136
H8 -0.780 -3.326 -0.650
H9 -2.908 0.227 -1.117

Values from the calculation:
* orbital gap (spin up / spin down): 7.60 / 7.43 eV
* LUMO (spin up / spin down): 0.0812 / -0.0070 eV
* HOMO level (spin up / spin down): -7.52 / -7.44 eV
* spin multiplicity: 4
* charge: 0


Number 1: maximum force 0.0161 hartree/bohr, DFT total energy -64082.4002 eV. Number 2: maximum force 0.1399 hartree/bohr, DFT total energy -179724.6963 eV. Number 3: maximum force 0.0166 hartree/bohr, DFT total energy -100975.0677 eV.